Formula: C2H4ClN
Source: OMol25
Level of theory: ωB97M-V/def2-TZVPD

Geometry as XYZ:
```
8
Properties=species:S:1:pos:R:3:nbo_charge:R:1
C -1.1279 -1.0746 0.8104 -0.2407
C 1.1893 0.9909 -0.8286 -0.4035
N -0.6147 -1.8097 0.0146 -0.2075
Cl 0.1750 1.6010 0.3726 0.0716
H -1.8948 -1.4479 1.4562 0.1949
H -0.8423 -0.0270 0.7214 0.1950
H 0.8378 0.8157 -1.8398 0.1953
H 2.2777 0.9516 -0.7067 0.1949
```

2S+1 = 1
Maximum force = 3.4 eV/Å
HOMO-LUMO gap (spin up / spin down) = 8.903 / 8.997 eV
Energy relative to the best compared isomer or geometry (same formula, charge and spin) = 97.98 kcal per mole
Total charge = 0

Formula: C3H5N3OS
Source: OMol25
Level of theory: ωB97M-V/def2-TZVPD

Geometry as XYZ:
```
13
Properties=species:S:1:pos:R:3:nbo_charge:R:1
C 0.3925 -0.3498 -0.5988 0.2016
C -1.0455 0.3724 0.9386 -0.1188
C -0.7000 -0.7432 0.2213 0.1879
H 1.9220 -1.5123 -1.1622 0.3796
H 1.1356 -0.7921 -2.4429 0.3876
H 0.7518 2.8841 1.9891 0.1086
H -1.8060 0.5516 1.6585 0.2307
H -0.7659 -2.4647 -0.4241 0.4940
N 1.0102 -1.2377 -1.5116 -0.8610
N 0.6940 0.9320 -0.4312 -0.2621
N -0.1782 1.3606 0.4985 -0.3210
O -1.2265 -1.9788 0.2627 -0.6561
S -0.1840 2.9780 1.0021 0.2291
```

2S+1 = 1
Maximum force = 1.2 eV/Å
HOMO-LUMO gap = 9.371 eV
Energy relative to the best compared isomer or geometry (same formula, charge and spin) = 41.30 kcal per mole
SMILES = Nc1nn(S)cc1O
Total charge = 0